{"formula": "C10H16OSi", "method": "wB97M-V/def2-TZVPD", "de_lowest_ev": 8.610, "charge": 0, "orbital_gap_ev": [7.5757, 7.5743], "species": ["C", "C", "C", "C", "C", "C", "C", "C", "C", "C", "O", "Si", "H", "H", "H", "H", "H", "H", "H", "H", "H", "H", "H", "H", "H", "H", "H", "H"], "xyz": [[0.46363, 1.44099, -1.26813], [-1.57765, 0.98657, 0.37766], [1.53654, 1.10632, -1.65578], [2.86608, 0.90659, -2.33684], [-1.82443, 2.24705, 1.18611], [-2.77319, 1.74411, 0.12097], [3.89115, 0.36180, -1.43858], [-2.29855, -1.85746, 1.53256], [0.69209, -0.65330, 1.65414], [-0.40308, -1.82873, -0.86788], [2.99409, 1.05610, -3.56822], [-0.95550, -0.81795, 0.61648], [-2.04606, 2.06021, 2.25329], [-1.07664, 3.05615, 0.84842], [-2.71656, 2.38064, -0.69537], [-3.81544, 1.41624, 0.33980], [4.27473, 1.02821, -0.68621], [4.72243, 0.05521, -2.13682], [3.52052, -0.55753, -0.94653], [-1.95299, -2.91849, 1.75603], [-2.64375, -1.45745, 2.39454], [-3.11954, -1.91073, 0.72779], [1.47683, -0.28922, 0.95106], [0.45784, 0.15604, 2.40027], [0.93445, -1.67510, 2.06489], [-1.13290, -2.46410, -1.25958], [-0.02046, -1.18350, -1.71062], [0.52638, -2.38865, -0.65346]]}


{"formula": "C10H16P", "method": "wB97M-V/def2-TZVPD", "de_lowest_ev": 1.837, "charge": 1, "orbital_gap_ev": 10.7978, "species": ["C", "C", "C", "C", "C", "C", "C", "C", "C", "C", "P", "H", "H", "H", "H", "H", "H", "H", "H", "H", "H", "H", "H", "H", "H", "H", "H"], "xyz": [[2.66763, -1.23957, -0.06293], [1.52582, -1.00968, 0.23790], [-1.95881, -1.02646, -0.71635], [-1.27625, -1.55344, 0.35928], [-1.52460, 0.43438, -1.02522], [-0.64539, 1.06737, 0.17748], [3.98934, -1.72948, -0.41916], [-2.85485, 1.28326, -1.33193], [0.39745, 1.93730, -0.50306], [0.14707, -0.34980, 2.69835], [0.01644, -0.46127, 0.89026], [-2.76014, -1.36894, -1.25198], [-1.51960, -2.48527, 0.77206], [-0.81776, 0.57346, -1.93871], [-1.40148, 1.54928, 0.88291], [4.51720, -0.88920, -0.97216], [4.52951, -2.07434, 0.48000], [3.92231, -2.50478, -1.14699], [-3.66555, 1.00636, -0.56825], [-3.21648, 1.15727, -2.27351], [-2.49048, 2.37317, -1.43768], [1.31032, 1.30719, -0.85191], [0.75767, 2.79755, 0.15261], [0.05876, 2.37917, -1.34944], [-0.90340, -0.21867, 3.14834], [0.80803, 0.39980, 3.00202], [0.38724, -1.35466, 3.04807]]}


{"formula": "C10H16Si", "method": "wB97M-V/def2-TZVPD", "de_lowest_ev": 5.436, "charge": 0, "orbital_gap_ev": [7.5114, 7.4798], "species": ["C", "C", "C", "C", "C", "C", "C", "C", "C", "C", "Si", "H", "H", "H", "H", "H", "H", "H", "H", "H", "H", "H", "H", "H", "H", "H", "H"], "xyz": [[0.18990, -2.08213, 0.98050], [0.41415, -2.00920, -1.39439], [0.33687, -2.76723, -0.19635], [0.11384, -0.65750, 1.01537], [0.41167, -0.66617, -1.39664], [0.19630, 0.02307, -0.21565], [0.56113, -4.28247, -0.12423], [0.06227, 0.08785, 2.33049], [0.75901, -0.03767, -2.69713], [-1.50445, 3.76190, 0.58333], [0.21111, 3.12644, 0.09737], [-0.00528, -2.67700, 1.88687], [0.65788, -2.56286, -2.23071], [-0.43617, -4.65554, 0.40240], [0.71025, -4.69442, -1.19822], [1.45077, -4.46736, 0.42254], [-0.12600, 1.18323, 2.37013], [-0.65487, -0.36294, 3.16681], [1.05640, -0.13758, 2.88623], [-0.09843, 0.26373, -3.26346], [1.22702, 0.85588, -2.50263], [1.44379, -0.68975, -3.33560], [-2.14198, 4.24525, -0.13265], [-1.93994, 2.87803, 1.19598], [-1.34873, 4.66299, 1.27412], [0.86390, 3.42494, -1.20708], [1.06705, 3.17927, 1.24189]]}


{"formula": "C10H16Si", "method": "wB97M-V/def2-TZVPD", "de_lowest_ev": 7.433, "charge": 0, "orbital_gap_ev": 8.6105, "species": ["C", "C", "C", "C", "C", "C", "C", "C", "C", "C", "Si", "H", "H", "H", "H", "H", "H", "H", "H", "H", "H", "H", "H", "H", "H", "H", "H"], "xyz": [[-2.75036, -1.67973, 0.26433], [0.31152, 3.15600, -0.61485], [-1.63369, -1.25839, 0.28556], [0.06486, 1.98755, -0.51136], [-4.16261, -2.01699, 0.20756], [0.48804, 4.53931, -1.04996], [0.71706, -1.25651, -2.36452], [2.40247, -0.18130, 2.20450], [1.25101, -1.69560, -0.96768], [0.95104, -0.45699, 2.09161], [0.17813, -0.67872, 0.39368], [-4.51967, -2.84952, -0.44566], [-4.19030, -2.45445, 1.34753], [-4.85623, -1.20619, 0.22537], [-0.34339, 5.17071, -0.58993], [1.34129, 4.90843, -0.61476], [0.50760, 4.74024, -2.12220], [0.44835, -0.28135, -2.27994], [1.52361, -1.44834, -3.23603], [-0.18087, -1.78820, -2.54798], [2.90054, -1.08417, 1.96375], [2.64365, 0.73617, 1.63569], [2.58938, 0.16716, 3.25305], [2.31280, -1.46937, -0.86302], [0.97927, -2.70405, -0.79291], [0.36811, 0.45722, 2.53599], [0.65840, -1.35291, 2.59217]]}


{"formula": "C10H17BBaF4NO7", "method": "wB97M-V/def2-TZVPD", "charge": -1, "orbital_gap_ev": 4.2479, "species": ["Ba", "B", "F", "F", "F", "F", "C", "C", "C", "O", "C", "C", "C", "O", "O", "O", "H", "H", "C", "C", "C", "O", "C", "N", "H", "H", "H", "H", "H", "H", "H", "H", "H", "H", "H", "O", "H", "H", "O", "H", "H"], "xyz": [[0.94143, -0.98322, 0.57039], [2.17474, -4.65467, 1.78000], [1.74229, -3.86169, 0.74151], [3.38037, -5.24225, 1.54728], [2.36294, -3.77117, 2.80949], [1.19861, -5.58597, 2.15226], [-0.52776, 3.49829, 2.11449], [-1.66648, 4.00878, 2.66115], [-2.77585, 3.05726, 3.08681], [-3.91375, 3.40912, 3.49639], [-2.67686, 1.72545, 2.90411], [-1.61854, 1.08166, 2.17061], [-0.41417, 2.01949, 1.82943], [0.62721, 1.53094, 1.41806], [-1.54927, -0.08981, 1.87935], [-1.68982, 5.29767, 2.88831], [0.19474, 4.24579, 1.82190], [-3.47436, 1.10700, 3.28872], [0.05771, 2.19555, -2.94328], [0.06676, 1.11033, -1.80481], [-0.89156, -0.06156, -2.18802], [-1.18587, -0.87012, -1.04049], [-2.18141, -1.82143, -1.33578], [1.44518, 0.61210, -1.67763], [-0.93561, 2.64416, -2.95661], [0.21398, 1.70429, -3.90366], [0.83277, 2.94503, -2.78310], [-0.32429, 1.51715, -0.87225], [-0.45132, -0.83736, -2.81446], [-1.79554, 0.33804, -2.64761], [-1.82894, -2.42848, -2.16966], [-3.11190, -1.34665, -1.64704], [-2.25075, -2.54109, -0.52007], [2.01185, 1.42920, -1.50067], [1.69445, 0.20802, -2.56908], [3.58160, -1.20632, 0.30963], [4.11436, -1.99516, 0.41031], [4.10171, -0.51217, 0.71445], [1.25671, -2.36980, -1.58356], [2.11642, -2.18977, -1.96398], [1.14826, -3.31663, -1.67286]]}


{"formula": "C10H17BBr2F3NNaPS", "method": "wB97M-V/def2-TZVPD", "charge": 0, "orbital_gap_ev": 3.8829, "species": ["C", "C", "C", "B", "C", "C", "C", "F", "Br", "C", "F", "F", "Br", "C", "C", "C", "N", "P", "S", "H", "H", "H", "H", "H", "H", "H", "H", "H", "H", "H", "H", "H", "H", "H", "H", "H", "Na"], "xyz": [[-0.83184, 3.56485, -1.52254], [-0.79350, 2.14999, -1.60868], [0.40605, 1.27748, -1.04814], [0.11183, 0.59591, 0.45559], [-1.07109, -0.53041, 0.30315], [-0.58706, -1.90587, -0.38476], [-1.58181, -2.43855, -1.51012], [-2.93294, -2.07331, -1.34210], [-1.53284, -4.45312, -1.36700], [-1.14760, -2.08274, -3.01846], [-1.05067, -3.30158, -3.77472], [0.14087, -1.45062, -3.14225], [-2.45418, -0.92407, -3.93849], [1.56798, 0.04760, 0.98018], [1.60820, -0.47860, 2.48330], [2.62894, 0.25102, 3.49190], [0.89459, -1.45259, 2.98616], [-0.61487, 1.99619, 1.60626], [-1.32492, 1.29344, 3.31681], [0.01332, 4.19430, -1.11316], [-1.78057, 4.10085, -1.84012], [-1.69659, 1.64383, -2.06960], [1.27656, 2.01345, -0.86649], [0.79447, 0.51824, -1.80641], [-1.92029, -0.05257, -0.28815], [-1.54959, -0.82950, 1.31576], [-0.59677, -2.70136, 0.44364], [0.50813, -1.87725, -0.73882], [2.04478, -0.75850, 0.33034], [2.28477, 0.95066, 0.93256], [2.43352, -0.02180, 4.57304], [2.50601, 1.39171, 3.39536], [3.71201, 0.04970, 3.15996], [0.30857, -1.82277, 2.23045], [-1.73744, 2.67237, 0.99364], [0.38048, 3.01972, 1.80978], [1.58349, -2.57609, -3.42789]]}